ORCA calculation (the ωB97M-V functional and the def2-TZVPD basis) on the ion C3H6NO with charge +1 in a non-equilibrium geometry.

```
11
Properties=species:S:1:pos:R:3:nbo_charge:R:1
C 0.2687 1.3020 0.0134 -0.61
C -0.3369 -0.0743 -0.1583 0.22
C 0.5713 -1.2882 -0.1176 -0.64
N -1.5523 -0.0961 -0.0370 0.38
O -2.7092 0.0350 -0.0944 -0.01
H -0.3496 2.1870 -0.2170 0.27
H 0.4138 1.2000 1.2049 0.27
H 1.2319 1.4025 -0.4244 0.28
H 0.8151 -1.5564 -1.1572 0.29
H 0.0961 -2.1434 0.4221 0.27
H 1.5511 -0.9680 0.5654 0.28
```

Properties
ΔE to the lowest compared entry with this formula, charge and spin = 3.656 eV
SMILES = CC(C)=[N+]=O
Charge = +1
Energy = -247.481732 a.u.

=====

ORCA calculation (the ωB97M-V functional and the def2-TZVPD basis) on a structure of composition C3H6NO in a non-equilibrium geometry.

```
11
Properties=species:S:1:pos:R:3:nbo_charge:R:1
C -0.1378 1.2170 -0.2927 -0.24
C 0.3231 -1.1963 -0.3677 0.10
C -0.8299 0.1698 0.3847 0.27
N 0.6388 0.0805 0.2663 -0.39
O -1.0203 -0.9874 -0.4311 -0.45
H -0.3442 1.5574 -1.2567 0.28
H -0.0592 1.9955 0.3963 0.25
H 0.8714 -1.3374 -1.4122 0.22
H 0.5719 -2.0630 0.2981 0.23
H -1.3320 0.2029 1.4242 0.26
H 1.3181 0.3610 0.9908 0.47
```

Properties
ΔE to the lowest compared entry with this formula, charge and spin = 2.607 eV
Charge = +1
Energy = -247.520286 a.u.

=====

ORCA calculation (the ωB97M-V functional and the def2-TZVPD basis) on the ion C3H6NO2 with charge -1 in a non-equilibrium geometry.

```
12
Properties=species:S:1:pos:R:3:nbo_charge:R:1
O 1.4062 -0.5180 2.3541 -0.59
C 0.6828 -0.3924 1.3411 0.41
C -0.1637 -1.1216 0.3950 -0.36
N -0.5230 -0.4818 -0.8285 -0.75
C -0.1763 1.2324 -0.8364 0.18
O 0.7613 1.8947 -0.3645 -0.83
H 0.4833 0.7129 1.2043 0.16
H 0.3043 -2.1539 0.1530 0.16
H -1.2016 -1.3499 0.7166 0.23
H -0.0266 -0.6575 -1.6451 0.34
H -0.3275 1.2285 -2.0573 0.02
H -1.2194 1.6066 -0.4324 0.04
```

Properties
ΔE to the lowest compared entry with this formula, charge and spin = 4.709 eV
SMILES = O=CCNC[O-]
Charge = -1
Energy = -323.045216 a.u.

=====

ORCA calculation (the ωB97M-V functional and the def2-TZVPD basis) on a structure of composition C3H6NO2 in a non-equilibrium geometry.

```
12
Properties=species:S:1:pos:R:3:nbo_charge:R:1
C -3.5989 1.4068 0.1970 -0.33
C -2.5266 0.8656 0.1395 -0.18
C 2.2022 -0.0245 0.3492 -0.24
N 0.2375 -1.0093 -0.9376 -0.09
O 0.2887 -1.8001 0.0179 -0.58
O 1.5190 0.2455 -0.7454 -0.68
H 0.7237 -1.4181 -1.7881 0.24
H -4.5233 1.7188 0.3199 0.19
H -1.4715 0.4535 0.0841 0.30
H 3.3214 -0.0802 0.1393 0.12
H 1.8496 -1.0511 0.9072 0.17
H 1.9784 0.6931 1.3170 0.08
```

Properties
ΔE to the lowest compared entry with this formula, charge and spin = 7.582 eV
Charge = -1
Energy = -322.939644 a.u.

=====

ORCA calculation (the ωB97M-V functional and the def2-TZVPD basis) on a cluster of 2 separate species, C3H6NO2 in total in a non-equilibrium geometry.

```
12
Properties=species:S:1:pos:R:3:nbo_charge:R:1
O 1.9047 -1.4750 1.6771 -0.79
C 1.3383 -2.0629 0.7325 0.62
O 0.2617 -2.7218 0.6228 -0.80
C -0.6956 1.4668 -1.1572 -0.10
C -0.5590 0.2996 0.2997 -0.65
N -1.7520 2.1627 -1.5358 -0.49
H 1.9105 -1.8091 -0.1880 -0.02
H -0.7416 -0.7447 -0.1282 0.27
H -1.3791 0.6508 0.8972 0.18
H 0.4458 0.4493 0.6951 0.23
H 0.2768 1.4531 -1.5745 0.14
H -1.0106 2.3312 -0.3408 0.40
```

Properties
ΔE to the lowest compared entry with this formula, charge and spin = 5.584 eV
Charge = -1
Energy = -323.013055 a.u.

=====

ORCA calculation (the ωB97M-V functional and the def2-TZVPD basis) on the ion C3H6NO2P2 with charge -1 in a non-equilibrium geometry.

```
14
Properties=species:S:1:pos:R:3:nbo_charge:R:1
O 4.2673 1.7546 0.1601 -0.76
C 4.2235 0.5290 -0.0235 0.73
O 5.1702 -0.2686 0.0468 -0.74
C 2.7540 0.0527 -0.4418 0.05
N 2.0558 -0.5999 0.3470 -0.46
C 0.6358 -0.9361 -0.0825 -0.52
P -0.2479 0.1731 1.1445 0.25
P -1.9160 0.8059 -0.1911 -0.04
H 2.3320 0.1563 -1.4360 0.13
H 0.3011 -0.5688 -1.1428 0.17
H 0.3080 -1.9137 0.2670 0.21
H 0.7532 1.2517 1.1155 0.02
H -1.9285 2.0163 0.4895 -0.01
H -1.0858 1.2433 -1.2007 -0.02
```

Properties
ΔE to the lowest compared entry with this formula, charge and spin = 0.000 eV
SMILES = O=C([O-])/C=N/C[PH]#[PH2]
Charge = -1
Energy = -1005.844330 a.u.